No. 1
Density functional theory data (the ωB97M-V functional and the def2-TZVPD basis) for a single C17H30N6 molecule in a non-equilibrium geometry.

The geometry in XYZ format:
```
53
Properties=species:S:1:pos:R:3:forces:R:3:lowdin_charge:R:1
C -1.8617 -5.4898 1.7888 -0.1 0.2 0.2 -0.201
C -3.1114 -4.6905 1.4364 0.0 -0.2 -0.1 -0.204
C -2.8316 -3.7664 0.2558 -0.1 0.1 0.1 -0.137
C -1.6606 -2.8158 0.5380 0.2 -0.6 -0.5 -0.274
N -2.0494 -1.8011 1.4878 -0.3 1.6 0.1 -0.017
N -2.2951 -2.0538 2.7769 0.3 -1.1 0.0 0.043
N -2.6483 -0.9698 3.3277 -0.2 0.2 0.9 -0.031
N -2.6630 0.0276 2.4586 0.0 0.8 -0.7 0.077
C -2.2913 -0.4736 1.3030 0.0 -0.7 0.2 -0.285
C -2.1709 0.2905 0.0366 0.1 0.2 -0.2 -0.129
N -0.9388 1.0572 -0.0034 0.0 0.0 0.0 -0.156
C 0.2482 0.2261 -0.0044 0.3 0.0 0.2 -0.175
C 1.4968 1.1022 0.0450 -0.1 -0.2 0.0 -0.168
N 1.5088 1.9784 -1.1071 -0.1 -0.2 0.1 -0.145
C 2.7866 2.6267 -1.3455 0.1 0.0 -0.1 -0.306
C 3.1916 3.7402 -0.3471 0.1 -0.1 0.0 -0.140
C 3.8134 4.8396 -1.2045 -0.1 0.1 0.1 -0.195
C 2.9944 4.7857 -2.4904 0.2 0.0 -0.1 -0.198
C 2.8448 3.2860 -2.7415 0.0 0.1 0.0 -0.142
C 0.3405 2.8335 -1.0524 -0.2 -0.1 -0.2 -0.171
C -0.9074 1.9603 -1.1370 0.0 0.3 0.0 -0.175
C -0.4241 -3.5880 1.0124 0.0 0.2 0.2 -0.139
C -0.7322 -4.5378 2.1662 0.1 -0.2 -0.1 -0.207
H -2.0741 -6.1589 2.6235 0.0 -0.1 0.0 0.109
H -1.5619 -6.1017 0.9337 0.0 -0.1 0.0 0.112
H -3.4104 -4.0975 2.3022 -0.1 -0.1 0.0 0.098
H -3.9331 -5.3618 1.1809 0.0 0.0 0.0 0.110
H -2.5724 -4.3630 -0.6216 0.0 0.0 -0.1 0.120
H -3.7226 -3.1812 0.0137 0.0 0.0 -0.1 0.118
H -1.4050 -2.2827 -0.3856 -0.1 0.0 0.2 0.130
H -2.2672 -0.3931 -0.8300 0.0 0.1 0.1 0.125
H -3.0004 1.0023 0.0084 0.0 -0.1 -0.1 0.131
H 0.2320 -0.4159 0.8794 0.0 0.0 0.0 0.113
H 0.2953 -0.4091 -0.9093 0.0 0.0 0.0 0.130
H 2.3829 0.4635 0.0198 0.0 0.0 0.0 0.125
H 1.4941 1.6646 0.9940 0.0 -0.1 0.0 0.133
H 3.5254 1.8190 -1.3045 -0.1 0.1 0.0 0.138
H 3.8757 3.3718 0.4163 -0.1 0.0 0.1 0.109
H 2.3040 4.1265 0.1537 0.0 0.0 0.1 0.103
H 3.7765 5.8152 -0.7211 0.1 0.0 0.0 0.106
H 4.8562 4.6013 -1.4213 0.1 0.0 0.0 0.111
H 2.0194 5.2470 -2.3246 -0.1 0.1 0.0 0.105
H 3.4796 5.2984 -3.3199 -0.1 0.1 0.0 0.105
H 3.7186 2.9179 -3.2794 0.0 0.0 -0.1 0.110
H 1.9647 3.0376 -3.3310 0.0 -0.1 -0.1 0.106
H 0.3531 3.5286 -1.8913 0.0 0.1 0.0 0.116
H 0.2834 3.4074 -0.1124 0.0 0.0 -0.1 0.124
H -1.7987 2.5911 -1.1047 0.0 0.0 0.0 0.123
H -0.8982 1.4058 -2.0929 0.0 0.1 0.0 0.130
H 0.3543 -2.8803 1.3074 0.0 0.0 -0.1 0.110
H -0.0499 -4.1599 0.1601 0.0 0.0 0.0 0.122
H -1.0302 -3.9599 3.0415 0.1 -0.1 0.0 0.092
H 0.1696 -5.1002 2.4149 0.0 0.0 0.0 0.110
```
Forces are in eV/Å.

highest occupied orbital energy: -8.5 eV
structure (SMILES): C1CCC(n2nnnc2CN2CCN(C3CCCC3)CC2)CC1
E: -27055.773 eV
LUMO level: 0.73 eV
charge: 0



No. 2
Density functional theory data (the ωB97M-V functional and the def2-TZVPD basis) for a molecular structure, C17H30NO4P in a non-equilibrium geometry.

The geometry in XYZ format:
```
53
Properties=species:S:1:pos:R:3:forces:R:3:lowdin_charge:R:1
C -6.4612 0.3328 -0.9018 2.7 0.9 -8.0 -0.060
C -4.9414 0.7693 -1.3282 -4.6 3.5 1.2 -0.205
C -4.1076 1.1072 -0.0914 -2.9 -8.3 -1.2 -0.250
C -2.7844 1.4061 -0.4224 0.9 -0.1 2.5 -0.231
H -2.8181 2.1976 -1.1167 1.0 2.0 -0.2 0.128
H -2.3971 0.5766 -0.9376 1.1 -1.2 -0.5 0.098
O -2.2189 1.5227 0.9839 2.2 0.7 -4.2 -0.138
P -0.6156 1.2389 0.8642 -2.8 -4.1 6.2 0.607
O -0.2129 1.4889 2.2639 0.9 0.3 0.0 -0.245
O -0.4626 -0.3664 0.4911 -0.3 7.3 -5.5 -0.159
C -0.4041 -1.1360 1.5019 -0.3 -7.3 5.2 -0.383
C -1.7649 -1.9492 1.6939 6.2 -6.0 3.8 -0.084
C -2.0290 -3.2858 0.6503 1.3 11.9 0.0 -0.123
C -2.3318 -2.4342 -0.5749 -2.5 -7.0 -1.2 -0.092
H -3.2058 -1.8533 -0.6853 -0.5 1.3 0.9 0.054
H -2.6724 -3.3489 -1.1868 0.5 1.4 -0.7 0.102
H -1.4555 -2.1431 -0.9402 3.2 2.0 -2.0 0.023
H -1.2753 -3.8827 0.7602 4.4 -3.5 -0.2 0.049
H -2.8277 -3.5305 1.0646 -7.0 -3.3 3.3 0.009
H -1.5871 -2.4799 2.8882 -0.7 1.6 -3.2 0.172
H -2.4891 -1.2923 1.7860 -4.2 2.8 0.1 0.007
H 0.2757 -1.9426 1.2421 0.6 -0.4 -0.1 0.116
H 0.0445 -0.7590 2.4494 -0.9 0.3 -0.6 0.124
C 0.3258 2.1662 -0.1322 3.7 -10.7 -11.2 -0.632
C 1.7587 1.6847 -0.5363 3.9 -0.5 9.5 -0.090
C 2.7264 1.7752 0.7414 -3.7 -0.2 -3.2 0.062
C 3.8945 0.9668 0.7872 -3.4 10.3 11.2 -0.098
C 4.3319 0.4268 -0.2479 3.2 -8.3 -5.3 -0.229
C 3.3147 -0.0087 -1.1530 6.9 -3.4 -4.4 -0.048
C 2.1930 0.6004 -1.2246 -7.4 2.9 -4.9 -0.182
H 1.4995 0.5428 -2.1686 1.2 -1.2 1.4 0.155
H 3.6210 -0.6686 -2.1933 -0.7 1.7 3.5 0.181
N 5.5443 -0.3312 -0.1440 -4.9 4.4 4.0 -0.256
C 6.4441 -0.1408 0.8353 1.9 5.9 3.6 -0.097
H 5.9990 -0.2317 1.8510 0.9 -0.2 -0.5 0.082
H 6.8374 1.2326 0.8122 -0.8 -3.6 0.3 0.173
H 7.3667 -0.6502 0.6042 0.0 -0.2 0.8 0.075
C 6.0073 -1.0336 -1.0696 -5.9 -2.5 -13.0 -0.203
H 6.0174 -0.3528 -2.1967 -0.1 -1.8 2.3 0.170
H 6.9024 -1.2833 -1.0518 8.1 -2.2 0.8 -0.015
H 5.4646 -1.9970 -1.4076 0.2 1.2 0.6 0.123
H 4.3944 1.4536 1.8563 -0.3 -2.5 -3.2 0.193
H 2.2654 2.3769 1.5833 1.3 -0.9 -0.8 0.114
O 0.2589 3.3335 0.0576 -2.0 12.8 -0.8 0.121
H 0.4392 3.6210 0.8920 0.8 1.2 3.9 0.094
H 0.0901 1.9475 -1.3064 -1.3 0.3 1.9 0.189
H -4.1505 -0.0042 0.5788 0.5 2.8 -1.8 0.191
H -4.5959 1.6483 0.5839 -1.8 3.1 2.3 0.076
H -4.5825 0.1083 -2.0424 1.2 -1.2 -1.1 0.070
H -5.2635 1.7655 -1.8610 1.3 -1.6 0.5 0.135
H -6.4691 -0.5475 -0.4688 -0.3 -4.0 2.8 -0.002
H -7.0640 0.2142 -1.9456 1.3 0.2 2.4 0.126
H -6.8289 1.1491 -0.4879 -2.1 3.2 2.6 0.005
```
Forces are in eV/Å.

highest occupied orbital energy: -7.9 eV
E: -37068.636 eV
LUMO level: 0.16 eV
charge: 0
energy relative to the best compared isomer or geometry (same formula, charge and spin): 1785.5 kJ/mol



No. 3
Density functional theory data (the ωB97M-V functional and the def2-TZVPD basis) for a molecular structure, C17H31Cl2N4SeSiTeV in a non-equilibrium geometry.

The geometry in XYZ format:
```
58
Properties=species:S:1:pos:R:3:forces:R:3:mulliken_spin:R:1
V -0.4162 -0.6919 0.3602 0.4 1.7 -2.3 1.039
C -2.1207 0.2763 3.5801 0.1 0.1 -0.1 0.003
C -0.6342 0.3188 3.3838 0.0 0.2 0.4 -0.013
C 0.1957 0.8740 4.3430 0.1 0.0 -0.1 -0.003
C 1.5740 0.8684 4.1320 -0.2 0.0 -0.1 0.000
C 2.0898 0.2958 2.9943 -0.1 0.0 -0.2 -0.002
C 1.2044 -0.2622 2.0566 0.3 0.6 1.7 -0.004
N -0.1330 -0.2287 2.2710 0.2 0.3 1.5 -0.013
N 1.4941 -0.8283 0.8761 0.1 -0.6 -0.9 -0.009
Si 2.8672 -1.8560 0.6001 0.8 -0.9 -0.5 0.001
C 2.8736 -2.4196 -1.2228 -0.1 0.4 0.7 0.000
C 4.5733 -1.0753 0.9394 -0.8 -0.2 0.0 -0.001
C 2.7396 -3.4761 1.6244 0.0 0.8 -0.3 0.000
H -2.3982 0.9134 4.4151 -0.1 0.0 0.0 0.000
H -2.4396 -0.7426 3.8102 -0.1 0.0 0.0 0.000
H -2.6440 0.6174 2.6847 0.0 0.0 0.0 0.001
H -0.2238 1.3132 5.2350 -0.1 0.0 0.0 0.000
H 2.2388 1.3260 4.8497 0.0 0.0 0.1 0.000
H 3.1462 0.2980 2.7911 0.2 0.0 0.0 0.002
H 2.9528 -1.5796 -1.9076 0.0 0.0 -0.1 0.000
H 1.9908 -3.0046 -1.4819 -0.1 -0.1 0.0 0.001
H 3.7339 -3.0578 -1.3908 0.2 -0.2 0.1 0.000
H 4.6735 -0.0676 0.5512 -0.1 0.2 -0.1 0.000
H 5.3319 -1.6859 0.4623 0.1 -0.2 -0.1 0.000
H 4.8045 -1.0458 1.9986 0.0 0.0 0.2 0.000
H 1.7882 -3.9851 1.4916 -0.1 0.0 -0.1 0.000
H 2.8738 -3.3079 2.6888 0.0 0.1 0.2 0.000
H 3.5161 -4.1633 1.3035 0.2 -0.1 -0.1 0.000
Cl -2.8280 -1.2628 0.3569 -1.0 0.2 0.0 0.011
C -2.4148 -2.8584 0.9840 -0.1 -0.5 0.2 0.001
Cl -0.6538 -2.9924 0.8205 -0.1 -1.7 0.3 0.001
H -2.9226 -3.6256 0.3971 0.2 0.1 0.1 0.001
H -2.6750 -2.9083 2.0429 0.1 0.1 -0.3 -0.001
C -3.7294 2.1338 -1.7033 -0.5 -0.4 0.3 0.001
N -2.5102 2.8296 -2.0028 0.9 0.3 0.3 -0.001
C -2.3291 3.6991 -3.0418 0.3 0.4 -0.4 -0.001
C -1.0813 4.2159 -2.9317 -0.5 0.2 -0.4 0.000
N -0.5106 3.6716 -1.8159 -0.8 -0.5 0.1 0.000
C 0.7774 3.9872 -1.2611 0.7 0.0 0.4 0.000
C -1.3857 2.8120 -1.2517 0.1 -0.2 -0.2 0.004
Se -1.0738 1.8600 0.3025 -0.1 -0.2 0.8 -0.006
H -4.3898 2.1874 -2.5643 0.0 0.0 -0.1 0.000
H -4.2253 2.5948 -0.8498 0.0 0.0 0.0 0.000
H -3.5280 1.0900 -1.4574 0.1 0.1 -0.1 0.001
H -3.0790 3.8711 -3.7858 -0.2 0.0 -0.1 0.000
H -0.5784 4.9244 -3.5566 0.1 0.1 -0.1 0.000
H 1.3459 4.5776 -1.9758 -0.1 0.0 0.0 0.000
H 1.3148 3.0635 -1.0355 0.0 0.1 -0.1 0.000
H 0.6596 4.5441 -0.3273 0.0 0.0 -0.2 0.000
C -1.1949 0.1752 -3.6001 0.2 -0.3 0.3 -0.005
Te 0.0075 -1.0277 -2.2440 -0.6 -0.1 -1.1 -0.014
C -1.0097 -2.8498 -2.7872 0.2 0.2 -0.1 0.003
H -2.2530 0.1431 -3.3640 -0.1 0.0 0.1 0.001
H -1.0360 -0.1947 -4.6074 0.1 -0.1 0.0 -0.001
H -0.8259 1.1942 -3.5499 0.0 0.1 0.1 0.002
H -0.7773 -3.1091 -3.8143 0.0 0.0 -0.1 -0.001
H -2.0821 -2.7187 -2.6740 0.0 0.1 0.1 0.001
H -0.6624 -3.6513 -2.1423 0.1 0.0 0.1 0.001
```
Forces are in eV/Å.

highest occupied orbital energy (spin up / spin down): -9.6 / -9.0 eV
<S²>: 0.79
spin multiplicity: 2
E: -155337.806 eV
LUMO level (spin up / spin down): -2.40 / -2.34 eV
charge: +1
energy relative to the best compared isomer or geometry (same formula, charge and spin): 100.3 kJ/mol



No. 4
Density functional theory data (the ωB97M-V functional and the def2-TZVPD basis) for a molecular structure, C17H31F3O2P2Zn in a non-equilibrium geometry.

The geometry in XYZ format:
```
56
Properties=species:S:1:pos:R:3:forces:R:3:lowdin_charge:R:1
P -0.0908 0.8366 -6.0547 -1.1 -0.4 0.0 0.847
P -3.2996 0.8451 -4.9450 0.8 0.5 -0.8 0.882
C -1.5258 0.7142 -7.2121 0.5 0.2 -0.6 -0.409
C -2.8312 1.3271 -6.6807 -0.6 0.0 -0.1 -0.405
H -1.6501 -0.3536 -7.4507 0.0 0.3 0.1 0.076
H -1.1981 1.2296 -8.1257 -0.5 -0.2 -0.2 0.070
H -2.7922 2.4275 -6.7017 0.1 -0.3 0.0 0.074
H -3.6752 1.0137 -7.3104 0.2 0.3 -0.3 0.070
C -4.0556 -0.7922 -5.2697 -0.2 0.1 0.1 -0.247
H -4.4391 -1.2003 -4.3277 0.1 0.0 -0.2 0.045
H -3.3178 -1.4889 -5.6868 -0.2 0.2 0.1 0.040
H -4.8844 -0.6585 -5.9756 0.1 -0.2 0.1 0.041
C -4.7587 1.8955 -4.6676 -0.4 -0.1 -0.3 -0.270
H -5.5473 1.6268 -5.3825 -0.1 0.3 0.2 0.039
H -4.4718 2.9465 -4.8010 -0.1 -0.2 0.1 0.044
H -5.1150 1.7455 -3.6418 0.0 0.1 -0.2 0.032
C 1.2186 -0.0976 -6.8965 0.1 0.3 -0.6 -0.267
H 2.0922 -0.1638 -6.2356 -0.2 0.0 -0.2 0.032
H 1.4903 0.4164 -7.8284 0.2 -0.4 0.0 0.037
H 0.8535 -1.1104 -7.1145 0.1 0.2 0.0 0.045
C 0.4100 2.5804 -6.2724 0.2 0.0 -0.5 -0.255
H -0.3905 3.2633 -5.9561 0.2 -0.2 -0.1 0.044
H 0.6391 2.7378 -7.3346 0.0 0.3 0.2 0.039
H 1.3056 2.7774 -5.6700 -0.2 0.0 -0.2 0.040
Zn 0.4983 -0.0402 1.4801 -0.8 -0.3 0.4 0.923
C -2.5831 0.5501 -2.4131 0.1 -1.8 2.0 -0.221
C -2.2532 -0.7555 -2.6461 -0.9 0.2 0.6 -0.190
C -1.2414 -1.1165 -3.6681 0.8 -0.2 0.2 -0.257
C 0.2142 -1.3075 -3.1678 -0.6 -0.7 -1.1 -0.171
C 1.0723 -0.1403 -3.5064 0.8 1.4 1.3 -0.176
C 0.7651 1.1723 -3.3880 0.8 -0.8 0.7 -0.195
C -0.5811 1.8067 -3.2539 -0.2 1.0 0.0 -0.264
C -1.4747 1.5059 -2.0261 0.0 1.0 -1.4 -0.162
C 2.0024 0.5809 0.5607 1.0 0.5 -0.5 -0.246
H -3.6048 0.8396 -2.1189 0.5 -0.5 0.8 0.090
H -2.7589 -1.5811 -2.1325 -0.8 0.3 -0.9 0.108
H -1.2188 -0.3111 -4.4342 -0.1 -0.7 0.5 -0.015
H -1.5600 -2.0230 -4.2128 0.0 0.2 0.4 0.111
H 0.2055 -1.5254 -2.0866 0.2 0.1 -0.3 0.114
H 0.6320 -2.1929 -3.6797 -0.1 0.2 0.4 0.107
H 2.1042 -0.3845 -3.7705 -0.1 0.2 0.4 0.098
H 1.6041 1.8813 -3.3979 -0.2 -0.3 -0.5 0.103
H -1.2076 1.5681 -4.1501 0.7 0.1 0.7 -0.014
H -0.4579 2.8993 -3.3385 0.2 -0.3 0.2 0.107
H -0.8730 1.1050 -1.1908 -0.4 0.0 -0.3 0.096
H -1.9347 2.4479 -1.6811 0.3 -0.3 -0.1 0.107
H 2.4148 1.4652 1.0681 -0.1 -0.2 -0.1 -0.015
H 1.7683 0.8666 -0.4714 0.1 -0.1 0.1 -0.037
H 2.7854 -0.1890 0.5450 -0.2 0.2 -0.1 -0.016
F -2.0028 -2.2098 4.6545 -0.4 0.8 -0.8 0.139
C -2.4703 -1.3238 3.7302 -0.2 -0.1 0.2 -0.483
F -3.4118 -1.9507 2.9875 0.8 0.6 0.7 0.146
F -3.0540 -0.2875 4.3929 0.5 -1.0 -0.6 0.140
C -1.2839 -0.7844 2.8471 0.4 0.2 -0.4 -0.502
O -1.2814 -1.0217 1.5865 0.0 0.3 1.8 -0.048
O -0.3584 -0.1230 3.4134 -1.2 -0.9 -0.8 -0.022
```
Forces are in eV/Å.

highest occupied orbital energy: -6.4 eV
E: -97371.421 eV
LUMO level: 0.40 eV
charge: 0
energy relative to the best compared isomer or geometry (same formula, charge and spin): 0.0 kJ/mol